(1)
DFT (the ωB97M-V functional and the def2-TZVPD basis) results for a structure of composition C32H34BiFN6O6S5.

The geometry in XYZ format:
```
85
Properties=species:S:1:pos:R:3
Bi 0.5465 -0.1110 0.9469
C -1.0977 3.1600 2.4519
C -0.0007 3.2129 3.5121
C 1.4220 3.1798 3.0018
C 2.4446 3.5471 3.8761
C 3.7480 3.5584 3.4250
C 3.9980 3.2046 2.1078
C 2.9288 2.8386 1.3162
N 1.6614 2.8195 1.7461
N -1.6242 1.8196 2.1252
C -2.2720 1.1841 3.2773
C -1.9410 -0.2642 3.5823
C -2.1994 -0.7292 4.8696
C -2.0141 -2.0671 5.1602
C -1.6136 -2.9143 4.1407
C -1.3717 -2.3705 2.8954
N -1.4995 -1.0699 2.6163
C -2.6114 1.9040 1.0500
C -2.1316 2.3929 -0.2975
C -3.0870 2.7405 -1.2490
C -2.6659 3.1255 -2.5077
C -1.3067 3.1535 -2.7805
C -0.4323 2.8079 -1.7671
N -0.8306 2.4412 -0.5494
H -1.9387 3.7952 2.7756
H -0.6928 3.5804 1.5335
H -0.1134 4.1438 4.0725
H -0.1105 2.4082 4.2426
H 2.2072 3.8181 4.8967
H 4.5566 3.8451 4.0844
H 5.0019 3.1900 1.7085
H 3.0846 2.5134 0.2970
H -2.0892 1.7657 4.1795
H -3.3628 1.2129 3.1401
H -2.5397 -0.0385 5.6304
H -2.1791 -2.4411 6.1618
H -1.4605 -3.9709 4.3060
H -1.0264 -2.9907 2.0777
H -3.0154 0.8985 0.8969
H -3.4499 2.5501 1.3643
H -4.1401 2.7046 -1.0008
H -3.3866 3.4006 -3.2668
H -0.9333 3.4304 -3.7557
H 0.6370 2.8191 -1.9302
O 5.0504 -5.2104 2.3154
C 4.1577 -4.4208 2.1776
S 2.9558 -4.4983 0.8764
C 2.0711 -3.0526 1.3258
C 2.4960 -2.3844 2.4054
S 1.8189 -0.9023 3.0526
S 3.8905 -3.0317 3.2468
S 0.7397 -2.6014 0.2804
C -1.8501 -4.3499 -1.9571
C -1.5889 -2.8808 -2.2506
S -2.2980 -1.8574 -0.9245
O -1.4468 -0.6195 -0.8292
C -3.8091 -1.2999 -1.7682
C -3.5273 -0.4115 -2.9704
H -1.4708 -4.9663 -2.7714
H -2.9164 -4.5581 -1.8451
H -1.3422 -4.6489 -1.0410
H -2.0083 -2.5710 -3.2054
H -0.5243 -2.6493 -2.2456
H -4.3500 -0.7553 -0.9929
H -4.3766 -2.1998 -2.0121
H -2.6718 0.2330 -2.7639
H -4.3900 0.2203 -3.1794
H -3.3166 -0.9911 -3.8668
F 3.3896 1.1945 -6.4013
C 3.0264 0.1470 -5.6495
C 3.4215 0.0434 -4.3778
N 3.0759 -1.0185 -3.5800
C 3.4090 -0.9928 -2.1690
C 2.3406 -0.2582 -1.3616
O 1.3123 0.1261 -1.9046
O 2.6076 -0.1379 -0.1111
C 2.2056 -1.9932 -4.0254
O 1.7869 -2.8906 -3.3293
N 1.8625 -1.8780 -5.3609
C 2.1958 -0.8759 -6.2686
O 1.8163 -0.9017 -7.4156
H 4.0445 0.8028 -3.9260
H 4.3830 -0.5250 -2.0298
H 3.4567 -2.0150 -1.7929
H 1.2745 -2.6186 -5.7168
```

The value obtained for the strongest force on any atom is 0.55 eV/A. The calculation puts the relative energy (zero: lowest compared OMol25 entry of this formula, charge and spin) at 14.1 kcal per mole. As for the total energy: -4325.31353 a.u. The calculation puts the LUMO energy at 0.0088 Eh. The HOMO energy is -7.110 eV. The charge is 0.

(2)
DFT (the ωB97M-V functional and the def2-TZVPD basis) results for a structure of composition C46H79Br26N3O4S2 at a distorted geometry.

The geometry in XYZ format:
```
160
Properties=species:S:1:pos:R:3
C -1.7304 1.7826 4.3657
C -1.0305 3.0146 5.2392
C -0.1471 4.0175 4.2737
C 0.9503 3.2215 3.3182
N 0.4985 3.4297 1.8885
C 1.2263 2.5242 0.9197
C 2.4909 3.1226 0.0881
N 3.3174 2.4007 -0.9398
C 2.7836 1.0035 -1.0800
C 3.5277 0.0347 -2.2173
C 3.0465 -1.5033 -2.5182
S 3.9654 -2.4528 -3.8938
C 2.8414 -2.1466 -5.4086
C 2.1823 -0.6112 -5.3301
O 3.0215 0.4487 -5.3848
O 0.7376 -0.3332 -5.2547
C 0.4277 0.7705 -4.3329
C -1.0924 0.6599 -3.6522
C -1.6441 -0.8790 -3.5288
O -1.0446 1.2062 -2.2554
C -2.4363 1.5278 -1.8033
O -2.9922 2.7323 -2.1016
C -3.3794 0.5062 -0.9193
S -2.4111 -0.2380 0.5503
C 1.8126 -2.1996 -1.6686
C 1.3806 -3.7480 -2.0079
C 1.0798 -1.2306 -0.5381
C 1.5496 0.3430 -0.2528
N 0.7565 1.1052 0.7704
H -2.3082 2.3043 3.4886
H -2.4149 1.1049 5.0353
H -0.9246 1.0584 3.8823
H -0.4544 2.6324 6.1872
H -1.9338 3.6752 5.6486
H -0.9307 4.5555 3.5555
H 0.3693 4.8867 4.8865
H 2.0053 3.6933 3.5441
H 0.9773 2.0582 3.5108
H 0.7714 4.4164 1.6158
H 2.7700 4.2661 0.2878
H 4.4387 0.4951 -2.8324
H 3.4066 -2.3119 -6.4220
H 1.9811 -2.9671 -5.2997
H 0.4315 1.8268 -4.8900
H 1.1650 0.8866 -3.4308
H -1.8262 1.3929 -4.2327
H -1.4181 -1.5657 -4.4507
H -1.2673 -1.3195 -2.5046
H -2.8323 -0.8211 -3.4520
H -4.3074 1.0551 -0.4168
H -3.8479 -0.3783 -1.5671
H -2.1268 0.8621 1.4163
H 1.2221 -4.3347 -1.0014
H 0.4041 -3.6880 -2.6790
H 2.1772 -4.3478 -2.6393
H 0.1712 -1.7383 0.0457
Br 8.0053 -2.0264 -3.3804
C 8.5501 -3.8889 -3.5797
C 8.3261 -4.3763 -4.9926
Br 6.4399 -4.7494 -5.3195
H 8.0021 -4.4640 -2.8292
H 9.6165 -3.9003 -3.3328
H 8.8373 -5.3295 -5.1562
H 8.6471 -3.6609 -5.7547
Br -4.0066 4.2507 6.8489
C -5.1794 3.1492 5.7458
C -6.0737 2.2788 6.5981
Br -5.0940 0.7550 7.3206
H -4.5386 2.5812 5.0668
H -5.7747 3.8618 5.1659
H -6.8742 1.8419 5.9940
H -6.5129 2.8084 7.4480
Br -5.4205 1.6182 2.7767
C -6.5933 0.5167 1.6735
C -7.4876 -0.3537 2.5259
Br -6.5079 -1.8776 3.2484
H -5.9524 -0.0514 0.9946
H -7.1885 1.2292 1.0937
H -8.2881 -0.7906 1.9218
H -7.9268 0.1759 3.3758
Br -4.5570 0.4947 -6.3565
C -3.2092 0.9344 -7.6965
C -2.1068 -0.0991 -7.7233
Br -0.8861 0.1324 -6.2200
H -2.8540 1.9435 -7.4732
H -3.7493 0.9463 -8.6486
H -1.4860 0.0239 -8.6156
H -2.4750 -1.1278 -7.6806
Br 4.9621 -7.3911 -8.5322
C 4.1534 -8.2062 -6.9551
C 2.6655 -7.9459 -6.9067
Br 2.2869 -6.1223 -6.3279
H 4.6909 -7.8208 -6.0852
H 4.3539 -9.2777 -7.0555
H 2.1870 -8.5865 -6.1602
H 2.1688 -8.0847 -7.8709
Br 5.8494 -8.8116 -3.2508
C 7.1973 -8.3719 -4.5908
C 8.2996 -9.4054 -4.6176
Br 9.5203 -9.1739 -3.1143
H 7.5524 -7.3628 -4.3674
H 6.6571 -8.3600 -5.5429
H 8.9204 -9.2824 -5.5099
H 7.9314 -10.4341 -4.5749
Br 7.6708 2.0003 -2.2559
C 7.1490 2.9912 -0.6586
C 7.5108 2.2334 0.5979
Br 6.2591 0.7743 0.9267
H 6.0802 3.2007 -0.7477
H 7.7054 3.9323 -0.7145
H 7.4288 2.8818 1.4751
H 8.5120 1.7949 0.5674
Br 1.0472 -11.2400 -1.3958
C 2.2187 -9.7717 -0.8692
C 1.5408 -8.4349 -1.0621
Br 1.5152 -7.9218 -2.9436
H 3.1421 -9.8781 -1.4439
H 2.4327 -9.9458 0.1901
H 2.1026 -7.6426 -0.5587
H 0.5049 -8.4188 -0.7123
Br -2.2031 7.1702 5.9287
C -3.2162 8.8356 6.0036
C -4.5850 8.6167 6.6055
Br -5.7933 7.7787 5.3242
H -3.2470 9.2367 4.9875
H -2.6199 9.5021 6.6349
H -5.0532 9.5735 6.8544
H -4.5716 7.9810 7.4951
Br -0.8790 4.2484 8.8716
C -1.4237 4.3733 10.7406
C -2.9275 4.4534 10.8680
Br -3.5799 6.2348 10.4157
H -0.9045 5.2349 11.1677
H -1.0457 3.4584 11.2078
H -3.2346 4.2928 11.9056
H -3.4561 3.7461 10.2231
Br -10.8319 9.6260 1.5083
C -9.4063 9.3324 2.8071
C -8.3077 8.4709 2.2283
Br -8.8358 6.5941 2.1778
H -9.8702 8.9045 3.6993
H -9.0278 10.3320 3.0434
H -7.4198 8.4996 2.8667
H -8.0271 8.7515 1.2094
Br 0.6324 2.1456 12.8814
C -0.2540 0.4083 12.9233
C -0.2800 -0.2258 11.5517
Br -1.6404 0.5950 10.4207
H -1.2483 0.5673 13.3479
H 0.3400 -0.1963 13.6161
H -0.5651 -1.2797 11.6207
H 0.6709 -0.1449 11.0179
Br 0.5058 -2.1806 -8.8018
C 0.6116 -2.5477 -10.7148
C -0.5347 -1.9035 -11.4597
Br -2.1876 -2.9102 -11.2181
H 0.6494 -3.6338 -10.8300
H 1.5672 -2.1192 -11.0333
H -0.3486 -1.9165 -12.5376
H -0.7365 -0.8768 -11.1422
```

The value obtained for the strongest force on any atom is 10.60 eV/A. As for the total energy: -69985.37929 a.u. The calculation puts the LUMO energy at -0.0353 Eh. The HOMO energy is -8.018 eV. The charge is 0.

(3)
DFT (the ωB97M-V functional and the def2-TZVPD basis) results for a structure of composition C10H5F5NiO5S.

The geometry in XYZ format:
```
27
Properties=species:S:1:pos:R:3
Ni 0.6766 0.3714 1.0341
O -0.1738 -1.3828 4.6430
C 0.0131 -1.0015 3.3928
O 0.3852 0.1122 3.0884
C -0.3256 -2.0787 2.3923
O 0.0238 -1.6807 1.0842
C 1.1300 -2.4142 0.4931
C 2.4763 -1.7095 0.7184
O 3.4854 -2.3482 0.5146
O 2.3924 -0.4712 1.0800
H 0.0348 -0.6382 5.2286
H -1.4048 -2.2454 2.4463
H 0.1731 -3.0038 2.6846
H 0.9241 -2.4685 -0.5746
H 1.1622 -3.4244 0.8961
F -1.1080 2.0112 -5.1797
C -1.0118 2.0193 -3.8529
C -0.2671 1.0524 -3.2010
F 0.3594 0.1030 -3.8928
C -0.1904 1.0896 -1.8248
F 0.5581 0.1210 -1.2206
C -0.8179 2.0428 -1.0380
S -0.7129 2.0693 0.7200
C -1.5570 2.9978 -1.7297
F -2.1978 3.9553 -1.0597
C -1.6560 2.9943 -3.1100
F -2.3715 3.9276 -3.7327
```

The value obtained for the strongest force on any atom is 0.30 eV/A. The calculation puts the relative energy (zero: lowest compared OMol25 entry of this formula, charge and spin) at 0.0 kcal per mole. As for the total energy: -3166.11002 a.u. The calculation puts the LUMO energy (alpha / beta) at -0.0030 / -0.0261 Eh. The spin multiplicity is 3. The HOMO energy (alpha / beta) is -8.566 / -8.635 eV. The charge is 0.